No. 1
This record from the Open Molecules 2025 dataset describes a molecular structure, C14H20AuF6N2OPS2 at a distorted geometry. The level of theory is ωB97M-V with the def2-TZVPD basis set.

* HOMO energy (spin up / spin down): -4.76 / -5.16 eV
* DFT total energy: -2603.1383 a.u.
* F_max: 0.059 Eh/bohr
* energy relative to the best compared isomer or geometry (same formula, charge and spin): 8.6 kcal per mole
* LUMO (spin up / spin down): 2.37 / 1.28 eV

```
! wB97M-V def2-TZVPD RIJCOSX def2/J DEFGRID3
* xyz -1 2
Au 2.73 1.58 -0.12
S 4.78 1.18 -1.21
S 3.23 -1.30 0.30
P -1.01 1.41 -4.25
F -0.70 2.94 -3.70
F -0.62 0.90 -2.75
F -2.56 1.59 -3.84
F -1.40 2.05 -5.69
F 0.53 1.26 -4.72
F -1.25 -0.10 -4.67
O -3.54 1.02 2.32
N 0.71 1.94 0.45
N -2.07 -0.67 2.59
C -1.03 -1.56 2.12
C -2.03 2.34 0.45
C -0.04 -1.97 3.20
C -1.41 1.40 1.31
C 0.11 2.67 -0.52
C -3.43 -0.72 4.78
C 4.63 -0.42 -3.50
C 2.86 -2.33 -2.23
C -2.39 0.57 2.16
C 3.48 -1.25 -1.36
C 4.24 -0.24 -2.03
C -1.22 2.99 -0.46
C -0.02 1.31 1.37
C -3.18 -1.33 3.40
H 2.30 -2.99 -1.58
H -0.55 -2.31 4.12
H -3.98 0.16 4.82
H -3.08 2.35 0.42
H -4.08 -1.30 2.78
H -2.45 -0.54 5.26
H 0.61 -2.84 2.95
H -1.49 -2.46 1.73
H -1.74 3.60 -1.20
H 3.74 -0.76 -4.02
H -3.95 -1.41 5.49
H -2.86 -2.37 3.53
H 3.75 -2.91 -2.65
H -0.45 -1.22 1.27
H 0.55 0.72 2.04
H 5.40 -1.22 -3.48
H 0.82 2.92 -1.34
H 2.27 -1.89 -3.05
H 0.67 -1.20 3.43
H 5.13 0.40 -3.91
*
```

Atomic partial charges in e from the natural (NBO) method, atoms 1 to 8: 0.492, -0.177, -0.168, 2.601, -0.615, -0.609, -0.595, -0.592

No. 2
This record from the Open Molecules 2025 dataset describes a molecular structure, C3H12NO4 at a distorted geometry. The level of theory is ωB97M-V with the def2-TZVPD basis set.

* HOMO energy: -3.55 eV
* DFT total energy: -477.0492 a.u.
* F_max: 0.109 Eh/bohr
* energy relative to the best compared isomer or geometry (same formula, charge and spin): 132.0 kcal per mole
* LUMO: 2.59 eV

```
! wB97M-V def2-TZVPD RIJCOSX def2/J DEFGRID3
* xyz -1 1
O 2.19 0.25 1.74
O 1.93 -1.94 -0.27
O 1.93 0.48 -1.71
O -2.61 1.29 -0.25
N 0.08 0.68 -0.08
C 0.63 0.76 -1.57
C -2.17 -0.12 0.92
C -0.87 -0.57 0.14
H -1.19 -0.91 -0.85
H -0.11 0.18 -2.18
H 2.05 -1.18 -0.88
H -0.34 -1.34 0.67
H -0.67 1.39 -0.19
H -2.13 -0.08 1.99
H 3.05 0.15 1.33
H -2.25 1.04 0.85
H 1.65 -1.50 0.53
H -3.05 -0.73 0.61
H 1.59 0.29 0.95
H 0.28 1.87 -1.73
*
```

Atomic partial charges in e from the Mulliken method, atoms 1 to 8: -0.744, -0.684, -0.860, -0.546, -0.534, -0.322, -0.642, -0.283

No. 3
This record from the Open Molecules 2025 dataset describes a molecular structure, C3H6N2O2. The level of theory is ωB97M-V with the def2-TZVPD basis set.

* HOMO energy: -9.21 eV
* DFT total energy: -377.7828 a.u.
* F_max: 0.008 Eh/bohr
* energy relative to the best compared isomer or geometry (same formula, charge and spin): 110.8 kcal per mole
* LUMO: 0.70 eV

```
! wB97M-V def2-TZVPD RIJCOSX def2/J DEFGRID3
* xyz 0 1
O 1.86 -0.68 -1.88
O 0.61 1.31 0.54
N -1.33 0.32 1.15
N 0.29 -1.51 -0.47
C 0.93 -0.51 -1.12
C -0.32 1.17 1.47
C 0.38 0.90 -0.83
H -0.59 -1.33 0.00
H 0.95 1.60 -1.44
H 0.55 -2.46 -0.70
H -2.05 0.44 1.87
H -0.49 0.10 2.12
H -0.68 0.96 -1.07
*
```

Atomic partial charges in e from the natural (NBO) method, atoms 1 to 8: -0.593, -0.476, -0.770, -0.835, 0.642, 0.241, -0.195, 0.416

No. 4
This record from the Open Molecules 2025 dataset describes a molecular structure, C39H58B2F4N11O2S3W at a distorted geometry. The level of theory is ωB97M-V with the def2-TZVPD basis set.

* HOMO energy (spin up / spin down): -8.66 / -8.66 eV
* DFT total energy: -3984.8386 a.u.
* F_max: 0.026 Eh/bohr
* energy relative to the best compared isomer or geometry (same formula, charge and spin): 42.2 kcal per mole
* LUMO (spin up / spin down): -2.64 / -2.57 eV

```
! wB97M-V def2-TZVPD RIJCOSX def2/J DEFGRID3
* xyz 1 3
W -1.81 -0.61 -0.63
S -0.95 1.86 3.22
S -2.19 1.87 -0.99
S 3.19 0.13 0.07
F -3.99 -1.87 -3.41
F -3.90 -0.40 -1.65
F -4.43 0.37 -3.79
F -2.31 -0.34 -3.20
O 0.51 -2.56 -3.47
O -0.29 -1.20 -1.91
N -0.19 -1.37 0.79
N 1.43 2.37 2.06
N 1.96 2.48 -0.41
N -2.21 -2.79 -1.27
N 3.48 2.00 -1.93
N 2.92 -5.30 -3.76
N -0.28 3.28 0.49
N 1.61 2.23 4.25
N -2.24 4.26 0.31
N 0.94 -5.12 -4.94
N 2.62 -3.56 -5.24
C -1.02 -3.44 -1.85
C -3.66 4.80 -1.60
C -0.57 -5.41 1.87
C -4.04 5.91 0.60
C -4.60 3.50 0.36
C -3.99 -0.35 1.33
C 3.82 -0.04 -3.25
C 4.77 2.12 -4.02
C 5.73 1.02 -2.00
C 0.76 -3.59 1.07
C 2.14 -4.64 -4.61
C -4.56 -1.59 3.31
C -1.53 -3.18 1.74
C -3.64 4.61 -0.09
C 0.72 2.16 3.21
C 2.74 2.60 2.39
C 1.48 2.04 5.73
C -3.49 -2.44 3.07
C 2.39 0.87 6.12
C 2.02 3.54 -1.30
C -4.80 -0.54 2.44
C -1.40 5.11 0.99
C -2.90 -1.19 1.06
C 2.86 1.54 -0.80
C -1.64 -4.54 2.05
C 2.95 3.25 -2.23
C -0.32 -2.73 1.21
C -0.20 4.51 1.10
C 0.64 -4.93 1.40
C -1.54 3.13 0.01
C 0.23 -6.15 -4.18
C -2.67 -2.25 1.96
C -0.19 -2.32 -2.50
C -0.23 -5.68 -2.80
C 0.06 1.71 6.19
C -1.33 -4.59 -2.82
C 4.45 1.28 -2.79
C 1.91 3.34 6.41
C 2.86 2.51 3.72
B 0.86 2.24 0.62
B -3.71 -0.54 -3.11
H 6.46 0.53 -2.64
H 2.96 3.58 6.20
H 1.95 -2.89 -5.57
H 0.88 -7.02 -4.10
H -0.43 -3.82 -1.02
H -3.42 6.75 0.30
H 0.64 -5.30 -2.26
H 0.37 -4.50 -5.49
H 3.74 2.63 4.34
H -0.30 0.78 5.78
H 4.54 -0.58 -3.87
H -4.20 0.49 0.68
H 3.43 1.07 5.88
H -0.40 -0.74 1.59
H -0.63 -6.45 -4.78
H -4.67 5.02 -1.94
H 3.27 3.84 -3.06
H 2.63 -6.17 -3.35
H 0.76 -1.17 0.45
H 5.46 1.56 -4.65
H -3.31 3.90 -2.11
H -2.64 -3.38 -0.57
H -3.02 5.64 -1.89
H -4.37 3.19 1.38
H 0.08 1.62 7.28
H 3.49 2.80 1.64
H -2.58 -4.92 2.42
H 1.49 -5.59 1.29
H -2.91 -2.66 -2.02
H -5.19 -1.74 4.17
H 5.54 0.40 -1.13
H -0.69 -6.46 2.11
H -5.62 3.88 0.34
H -1.42 -4.17 -3.83
H 1.29 4.17 6.07
H 3.83 -4.94 -3.52
H -3.28 -3.23 3.77
H -5.63 0.14 2.63
H 3.53 -0.66 -2.40
H 1.40 4.41 -1.20
H -0.60 -6.55 -2.24
H -2.29 -5.04 -2.56
H 5.24 3.06 -3.75
H -5.06 6.14 0.31
H 2.92 0.15 -3.84
H 0.39 1.15 0.43
H 2.08 -0.04 5.60
H -1.71 6.07 1.36
H -4.55 2.64 -0.30
H 6.16 1.97 -1.66
H 3.87 2.32 -4.60
H -4.02 5.81 1.69
H -0.64 2.50 5.93
H 1.80 3.24 7.49
H 1.70 -3.20 0.68
H 3.46 -3.14 -4.86
H 0.69 4.84 1.59
H 2.31 0.70 7.19
*
```

Atomic partial charges in e from the Mulliken method, atoms 1 to 8: 2.463, -0.361, -0.192, -0.475, -0.403, -0.205, -0.306, -0.280

No. 5
This record from the Open Molecules 2025 dataset describes a molecular structure, C5H11NS at a distorted geometry. The level of theory is ωB97M-V with the def2-TZVPD basis set.

* HOMO energy: -8.60 eV
* DFT total energy: -649.9920 a.u.
* F_max: 0.047 Eh/bohr
* energy relative to the best compared isomer or geometry (same formula, charge and spin): 29.5 kcal per mole
* LUMO: 0.95 eV

```
! wB97M-V def2-TZVPD RIJCOSX def2/J DEFGRID3
* xyz 0 1
S 3.34 -0.21 -0.32
N 0.02 -0.21 -0.82
C 0.68 0.96 -0.21
C 0.69 -1.06 0.17
C 1.72 0.02 0.44
C -2.21 0.04 0.35
C -1.42 -0.28 -0.91
H -1.83 -0.52 1.21
H -3.21 -0.30 0.19
H 1.88 0.31 1.55
H -2.27 1.11 0.59
H 0.98 -2.08 -0.15
H 0.11 -1.19 1.15
H -1.72 0.44 -1.68
H -1.60 -1.27 -1.18
H 1.02 1.76 -0.86
H 3.67 1.09 -0.20
H 0.13 1.38 0.66
*
```

Atomic partial charges in e from the natural (NBO) method, atoms 1 to 8: -0.017, -0.411, -0.225, -0.231, -0.351, -0.639, -0.211, 0.202

No. 6
This record from the Open Molecules 2025 dataset describes 2 unconnected molecules or ions with the total composition C2HClFN at a distorted geometry. The level of theory is ωB97M-V with the def2-TZVPD basis set.

* HOMO energy (spin up / spin down): -11.91 / -9.82 eV
* DFT total energy: -691.4745 a.u.
* F_max: 0.093 Eh/bohr
* energy relative to the best compared isomer or geometry (same formula, charge and spin): 74.5 kcal per mole
* LUMO (spin up / spin down): -1.93 / -4.00 eV

```
! wB97M-V def2-TZVPD RIJCOSX def2/J DEFGRID3
* xyz 0 1
Cl 2.27 -1.16 -0.94
F -0.07 -0.26 1.69
N -0.48 1.96 -0.89
C -0.56 0.95 -0.32
C -0.46 -0.20 0.44
H -0.70 -1.29 0.01
*
```

Partial charges, natural (NBO), in e: -0.134, -0.264, -0.179, 0.097, 0.258, 0.221

No. 7
This record from the Open Molecules 2025 dataset describes a molecular structure, C41H40F5N10NaO3. The level of theory is ωB97M-V with the def2-TZVPD basis set.

* HOMO energy: -5.08 eV
* DFT total energy: -3021.1742 a.u.
* F_max: 0.019 Eh/bohr
* energy relative to the best compared isomer or geometry (same formula, charge and spin): 42.7 kcal per mole
* LUMO: -1.87 eV

```
! wB97M-V def2-TZVPD RIJCOSX def2/J DEFGRID3
* xyz 0 1
Na 0.04 0.60 0.32
F -4.09 3.20 0.73
F -1.25 -0.49 1.84
F 3.49 -4.44 3.41
F -2.34 -0.57 4.26
F -5.13 3.08 3.15
O 1.67 -0.32 1.41
O 0.59 2.29 1.46
O 1.81 3.78 2.63
N 0.02 1.56 -2.10
N -1.74 -2.02 -0.80
N 0.53 -2.19 -2.09
N 7.52 -4.37 6.32
N 2.98 -1.24 -1.17
N 4.04 0.94 4.46
N -4.02 -1.53 -1.09
N -2.05 1.23 -0.08
N -0.58 -2.68 -2.72
N 5.39 -3.62 5.36
C 2.29 0.12 2.36
C 1.37 -3.01 -1.63
C -2.19 2.26 -1.08
C 3.54 -3.48 -0.53
C 4.58 -2.71 4.63
C 3.95 -0.41 4.19
C -3.03 -3.46 -4.03
C 0.76 2.76 -1.73
C 3.08 -0.84 3.19
C -4.16 2.18 2.84
C -4.12 -2.21 -2.29
C -1.41 1.84 -2.32
C 5.06 -1.71 -0.07
C -2.86 -1.54 -0.39
C 2.95 -2.20 2.93
C 6.83 -5.54 5.67
C -2.24 0.40 2.14
C 4.14 -0.85 -0.66
C 2.35 1.49 2.80
C 4.90 1.41 5.51
C 5.61 2.71 5.32
C 3.21 1.81 3.80
C -3.62 2.24 1.58
C -5.40 -3.05 -4.14
C -1.69 -2.50 -2.11
C -4.24 -3.61 -4.68
C 5.25 -3.64 6.81
C 4.72 -1.35 4.89
C -2.80 0.36 3.39
C 1.50 2.65 2.23
C 3.68 -3.11 3.65
C 2.67 -2.54 -1.09
C 0.60 0.97 -3.29
C 6.39 1.43 5.28
C 5.64 -4.97 4.86
C -2.96 -2.75 -2.83
C 4.75 -3.06 -0.02
C -3.79 1.25 3.79
C -5.34 -2.35 -2.95
C -2.62 1.34 1.11
C 6.65 -3.81 7.41
H -1.52 2.62 -3.10
H 2.25 -2.52 2.16
H 5.89 -4.92 3.81
H -6.24 -1.91 -2.53
H -2.12 -3.86 -4.44
H -1.84 3.24 -0.73
H 5.45 3.24 4.39
H 5.70 3.35 6.18
H -4.83 -1.09 -0.69
H 1.18 -4.08 -1.61
H 4.78 -5.64 4.98
H -4.29 -4.16 -5.61
H 0.43 3.13 -0.76
H 4.56 1.18 6.51
H 4.34 0.21 -0.73
H 5.43 -1.02 5.63
H -1.85 0.92 -2.70
H 6.51 -6.19 6.48
H 7.56 -3.63 5.60
H 1.62 0.66 -3.09
H 0.65 3.57 -2.47
H 0.59 1.67 -4.14
H 5.44 -3.77 0.42
H -2.93 -1.11 0.60
H 5.99 -1.32 0.33
H -3.23 2.42 -1.42
H 7.04 1.19 6.11
H 6.68 -4.51 8.25
H 1.82 2.51 -1.65
H 3.25 2.85 4.10
H 7.11 -2.87 7.72
H 8.46 -4.60 6.64
H -6.34 -3.16 -4.65
H 4.81 -2.71 7.16
H 6.73 1.09 4.31
H 4.60 -4.46 7.13
H 7.54 -6.06 5.05
H -4.22 1.22 4.78
H 3.25 -4.52 -0.51
H 0.04 0.07 -3.57
*
```

Atomic partial charges in e from the Mulliken method, atoms 1 to 8: 0.499, -0.368, -0.444, -0.433, -0.353, -0.352, -0.620, -0.330

No. 8
This record from the Open Molecules 2025 dataset describes a single C27H28N2O7 molecule. The level of theory is ωB97M-V with the def2-TZVPD basis set.

* HOMO energy: -8.64 eV
* DFT total energy: -1681.8981 a.u.
* F_max: 0.018 Eh/bohr
* energy relative to the best compared isomer or geometry (same formula, charge and spin): 42.9 kcal per mole
* LUMO: -0.07 eV

```
! wB97M-V def2-TZVPD RIJCOSX def2/J DEFGRID3
* xyz 0 1
O 1.70 -0.48 3.13
O -4.87 -0.94 1.72
O -5.85 -2.86 2.20
O 3.66 0.15 0.48
O 5.02 -2.18 1.39
O -0.62 3.87 -1.54
O -2.84 3.19 1.06
N 0.00 2.84 0.35
N 0.85 0.31 1.20
C -5.30 -2.20 1.37
C 3.96 -1.60 2.11
C -2.11 4.13 0.30
C 0.91 0.66 -0.20
C 1.11 2.18 -0.32
C -5.02 -2.61 0.01
C -3.45 0.47 -1.33
C 6.75 0.31 -1.44
C 4.91 -0.19 0.02
C -3.87 1.12 1.32
C 2.99 -0.90 1.15
C 1.80 -0.33 1.93
C -3.06 1.71 -0.87
C 6.80 -1.68 -0.10
C -2.78 -3.18 -2.22
C -0.10 2.49 1.75
C -4.27 -0.12 0.84
C 5.51 0.64 -0.92
C 7.38 -0.85 -1.04
C -1.56 -2.34 -1.86
C -4.03 -0.48 -0.50
C -4.41 -1.82 -0.90
C -0.24 0.97 1.89
C -4.08 -2.36 -2.26
C -3.25 2.04 0.48
C 5.56 -1.35 0.45
C -0.84 3.60 -0.38
H 7.28 -2.58 0.23
H -2.62 -3.63 -3.20
H -3.99 -1.57 -3.00
H -2.89 -3.99 -1.50
H -4.04 1.37 2.35
H -0.04 0.38 -0.67
H -1.84 4.93 1.01
H -0.94 2.98 2.22
H -3.28 0.25 -2.37
H 3.46 -2.40 2.65
H 1.73 0.15 -0.70
H -0.19 0.68 2.94
H 0.83 2.80 2.25
H 4.34 -0.85 2.82
H -1.42 -1.53 -2.57
H -5.33 -3.61 -0.24
H 2.63 -1.65 0.42
H -1.66 -1.92 -0.86
H -1.19 0.63 1.46
H 8.34 -1.11 -1.46
H -2.62 2.41 -1.56
H 1.11 2.49 -1.36
H 7.21 0.97 -2.16
H -0.66 -2.96 -1.87
H 4.99 1.53 -1.22
H 2.05 2.46 0.16
H -4.89 -3.03 -2.58
H -2.73 4.56 -0.49
*
```

Atomic partial charges in e from the natural (NBO) method, atoms 1 to 8: -0.619, -0.456, -0.559, -0.519, -0.478, -0.632, -0.490, -0.435